1.
C55H49BrFN6O2PS3Tl as an isolated structure, computed with ωB97M-V with the def2-TZVPD basis set.

Results
HOMO, eV: -9.330
HOMO-LUMO gap, Eh: 0.2622
Total charge: +1

Each line ends with the Löwdin charge.
CARTESIAN COORDINATES (ANGSTROEM)
Tl 0.01 -0.13 -0.10  0.895
Br 5.71 0.11 5.23  0.732
C 4.12 0.13 4.19  -0.705
C 2.90 0.45 4.80  -0.108
C 1.75 0.46 4.06  -0.007
C 1.73 0.16 2.67  -0.362
O 0.60 0.17 2.06  -0.128
C 2.98 -0.17 2.07  -0.137
C 3.15 -0.59 0.72  -0.056
N 2.26 -0.69 -0.21  0.050
C 2.63 -1.17 -1.48  -0.215
C 3.80 -0.83 -2.12  -0.020
C 4.08 -1.33 -3.41  -0.066
C 3.19 -2.13 -4.06  -0.024
C 1.96 -2.47 -3.44  -0.145
C 0.97 -3.27 -4.05  0.005
C -0.19 -3.54 -3.39  -0.030
C -0.37 -3.01 -2.09  -0.115
N 0.54 -2.29 -1.49  0.060
C 1.69 -2.00 -2.14  -0.189
C 4.16 -0.18 2.87  -0.090
H 2.87 0.69 5.85  0.105
H 0.79 0.70 4.52  0.110
H 4.17 -0.92 0.47  0.136
H 4.50 -0.15 -1.64  0.119
H 5.01 -1.06 -3.88  0.110
H 3.40 -2.50 -5.06  0.117
H 1.14 -3.65 -5.05  0.122
H -0.97 -4.14 -3.83  0.108
H -1.29 -3.18 -1.53  0.119
H 5.10 -0.45 2.40  0.109
N -0.16 0.34 -2.29  -0.281
S -0.26 1.71 -2.77  0.800
N -1.39 2.81 -2.33  -0.358
S -2.47 3.23 -1.37  0.898
N -3.21 2.42 -0.31  -0.355
S -3.05 0.98 0.43  0.804
N -2.14 -0.05 -0.05  -0.289
C -2.89 1.55 2.12  -0.285
C -1.64 2.06 2.47  -0.092
C -1.47 2.55 3.76  -0.063
C -2.52 2.54 4.66  -0.066
C -3.76 2.04 4.29  -0.067
C -3.95 1.54 3.01  -0.052
C -4.70 0.34 0.34  -0.318
C -5.71 0.96 -0.36  -0.047
C -6.94 0.33 -0.46  -0.059
C -7.14 -0.90 0.14  -0.064
C -6.11 -1.52 0.83  -0.058
C -4.87 -0.91 0.93  -0.067
C -1.95 4.73 -0.58  -0.299
C -2.13 4.89 0.78  -0.039
C -1.74 6.09 1.37  -0.045
C -1.21 7.11 0.59  -0.056
C -1.06 6.94 -0.78  -0.056
C -1.44 5.74 -1.38  -0.076
C -3.78 3.83 -2.42  -0.288
C -4.91 4.38 -1.82  -0.073
C -5.93 4.87 -2.62  -0.056
C -5.81 4.82 -4.00  -0.059
C -4.67 4.29 -4.59  -0.052
C -3.64 3.79 -3.80  -0.041
C 1.25 2.63 -2.70  -0.317
C 2.32 2.01 -3.33  -0.075
C 3.57 2.62 -3.29  -0.066
C 3.73 3.82 -2.61  -0.063
C 2.65 4.41 -1.96  -0.049
C 1.40 3.82 -2.00  -0.053
C -0.69 1.71 -4.51  -0.317
C -1.60 0.74 -4.90  -0.068
C -2.03 0.71 -6.22  -0.064
C -1.54 1.64 -7.13  -0.071
C -0.62 2.59 -6.73  -0.064
C -0.19 2.64 -5.41  -0.061
H -0.84 2.10 1.74  0.074
H -0.51 2.95 4.04  0.115
H -2.38 2.92 5.67  0.109
H -4.58 2.03 4.99  0.109
H -4.92 1.17 2.72  0.108
H -5.54 1.92 -0.82  0.086
H -7.74 0.80 -1.01  0.110
H -8.11 -1.39 0.06  0.110
H -6.27 -2.49 1.29  0.110
H -4.05 -1.40 1.43  0.117
H -2.56 4.10 1.38  0.094
H -1.87 6.23 2.43  0.114
H -0.92 8.04 1.05  0.112
H -0.66 7.74 -1.39  0.113
H -1.33 5.60 -2.44  0.122
H -4.98 4.42 -0.74  0.119
H -6.81 5.30 -2.16  0.113
H -6.61 5.21 -4.62  0.112
H -4.58 4.25 -5.67  0.113
H -2.75 3.38 -4.24  0.093
H 2.18 1.06 -3.83  0.115
H 4.41 2.15 -3.78  0.109
H 4.70 4.29 -2.57  0.109
H 2.79 5.33 -1.41  0.111
H 0.57 4.23 -1.46  0.082
H -1.96 0.02 -4.17  0.112
H -2.74 -0.04 -6.53  0.110
H -1.87 1.61 -8.16  0.108
H -0.23 3.31 -7.44  0.110
H 0.52 3.39 -5.09  0.116
C -0.25 -4.99 1.17  -0.169
P -0.34 -3.43 2.07  0.541
C 1.28 -3.22 2.82  -0.146
C -1.49 -3.71 3.42  -0.165
O -0.75 -2.29 1.20  -0.410
H 0.06 -5.81 1.82  0.058
H 0.46 -4.89 0.35  0.050
H -1.24 -5.22 0.76  0.057
H 1.57 -4.09 3.41  0.064
H 1.26 -2.34 3.46  0.052
H 2.01 -3.05 2.03  0.058
H -1.14 -4.50 4.09  0.058
H -2.46 -3.99 3.01  0.054
H -1.59 -2.78 3.98  0.059
F 0.03 2.14 -0.03  -0.473

2.
C55H52GaNSSb4 as an isolated structure at a distorted geometry, computed with ωB97M-V with the def2-TZVPD basis set.

Results
Relative energy (zero: lowest compared OMol25 entry of this formula, charge and spin), kJ/mol: 17.9
HOMO, eV: -12.887
HOMO-LUMO gap, Eh: 0.2063
Total charge: +2

Each line ends with the Löwdin charge.
CARTESIAN COORDINATES (ANGSTROEM)
Ga 0.52 0.47 0.91  0.413
C -0.16 4.06 1.37  -0.357
C -1.41 3.90 2.21  -0.316
C -1.41 2.55 2.87  -0.334
Sb -2.01 0.63 2.05  1.626
C -3.10 0.15 0.28  -0.367
C -2.48 -0.32 -0.86  -0.191
C -3.24 -0.78 -1.93  -0.081
C -4.63 -0.79 -1.85  -0.045
C -5.25 -0.35 -0.70  -0.046
C -4.49 0.12 0.37  -0.098
C -3.59 0.38 3.44  -0.367
C -3.92 -0.83 4.04  -0.106
C -5.02 -0.90 4.88  -0.047
C -5.79 0.23 5.11  -0.048
C -5.47 1.43 4.50  -0.051
C -4.36 1.52 3.67  -0.139
Sb -0.04 2.93 -0.42  1.561
C -1.86 3.52 -1.31  -0.353
C -2.21 4.86 -1.14  -0.125
C -3.38 5.34 -1.71  -0.059
C -4.20 4.49 -2.45  -0.057
C -3.84 3.16 -2.63  -0.058
C -2.67 2.67 -2.06  -0.122
C 1.36 4.06 -1.53  -0.384
C 1.88 5.23 -0.99  -0.101
C 2.73 6.02 -1.75  -0.054
C 3.05 5.65 -3.05  -0.052
C 2.52 4.48 -3.59  -0.054
C 1.68 3.69 -2.83  -0.161
H 0.72 3.77 1.95  0.061
H -0.04 5.11 1.09  0.057
H -2.35 4.13 1.70  0.109
H -1.32 4.66 3.00  0.133
H -2.09 2.51 3.72  0.046
H -0.41 2.36 3.23  0.027
H -1.40 -0.36 -0.92  0.032
H -2.75 -1.14 -2.83  0.103
H -5.21 -1.15 -2.68  0.119
H -6.33 -0.37 -0.62  0.119
H -5.00 0.45 1.27  0.094
H -3.32 -1.70 3.86  0.066
H -5.28 -1.84 5.35  0.118
H -6.65 0.17 5.76  0.119
H -6.07 2.31 4.68  0.119
H -4.12 2.47 3.21  0.103
H -1.58 5.54 -0.58  0.100
H -3.65 6.38 -1.59  0.115
H -5.11 4.87 -2.89  0.116
H -4.46 2.50 -3.21  0.112
H -2.39 1.64 -2.22  0.069
H 1.64 5.54 0.02  0.091
H 3.13 6.93 -1.34  0.117
H 3.71 6.27 -3.64  0.118
H 2.76 4.20 -4.60  0.115
H 1.26 2.79 -3.27  0.011
C -0.59 -3.83 -1.55  -0.378
C 0.34 -2.64 -1.49  -0.408
C 0.21 -1.69 -2.64  -0.386
Sb 1.40 0.12 -2.65  1.569
C 3.08 -0.78 -3.61  -0.390
C 3.28 -2.15 -3.68  -0.124
C 4.44 -2.66 -4.26  -0.066
C 5.40 -1.81 -4.77  -0.061
C 5.21 -0.43 -4.71  -0.069
C 4.05 0.08 -4.13  -0.139
C 2.30 0.24 -0.65  -0.459
C 2.63 1.58 -0.29  -0.269
C 3.58 1.86 0.68  -0.046
C 4.18 0.82 1.37  -0.047
C 3.85 -0.51 1.07  -0.054
C 2.94 -0.79 0.07  -0.119
Sb -1.00 -4.86 0.30  1.504
C 0.82 -5.99 0.47  -0.399
C 0.72 -7.25 1.06  -0.148
C 1.83 -8.05 1.23  -0.072
C 3.07 -7.61 0.79  -0.071
C 3.19 -6.37 0.19  -0.079
C 2.07 -5.57 0.04  -0.138
C -0.39 -3.29 1.64  -0.373
C -1.22 -3.01 2.72  -0.150
C -0.79 -2.17 3.74  -0.116
C 0.46 -1.58 3.70  -0.095
C 1.30 -1.84 2.62  -0.125
C 0.87 -2.69 1.61  -0.145
H -0.18 -4.63 -2.19  0.064
H -1.55 -3.56 -2.00  0.044
H 1.37 -3.00 -1.48  0.066
H 0.20 -2.11 -0.54  0.037
H -0.81 -1.36 -2.78  0.006
H 0.48 -2.19 -3.57  0.069
H 2.55 -2.85 -3.29  0.082
H 4.59 -3.73 -4.31  0.113
H 6.29 -2.21 -5.22  0.114
H 5.95 0.24 -5.11  0.113
H 3.91 1.15 -4.10  0.087
H 2.20 2.40 -0.87  -0.011
H 3.85 2.88 0.90  0.134
H 4.91 1.03 2.13  0.117
H 4.34 -1.31 1.60  0.133
H 2.78 -1.82 -0.21  0.098
H -0.25 -7.61 1.40  0.087
H 1.73 -9.03 1.69  0.112
H 3.95 -8.24 0.92  0.111
H 4.16 -6.03 -0.16  0.106
H 2.19 -4.61 -0.45  0.068
H -2.18 -3.50 2.80  0.095
H -1.41 -2.03 4.61  0.106
H 0.79 -0.95 4.51  0.117
H 2.29 -1.41 2.59  0.086
H 1.57 -2.94 0.82  0.064
S 2.98 1.84 4.45  0.781
C 1.99 1.53 3.28  -0.919
N 1.21 1.31 2.40  -0.044

Question: Among the records above, which one has the highest HOMO?
Answer: C55H49BrFN6O2PS3Tl

Question: The lowest total charge belongs to which entry?
Answer: C55H49BrFN6O2PS3Tl